(1)
69
Properties=species:S:1:pos:R:3:nbo_charge:R:1 method="wB97M-V/def2-TZVPD" total_charge=-1 homo_energy_ha="-0.10741 / -0.10785" multiplicity=7 energy_ha=-7657.8501 e_above_lowest_kj_mol=0.0 orbital_gap_ev="4.68 / 4.69" lumo_ev="1.760 / 1.756"
N -0.45731 -1.63743 -2.23839 -0.662
N -0.64800 -2.35229 1.46818 -0.555
N 1.10629 -0.39271 2.26652 -0.415
N 1.99671 0.21122 -1.68112 -0.516
H -0.47933 2.32069 -3.84859 0.239
C 0.29370 -3.96678 2.97840 -0.324
C 2.20582 0.37299 -4.49238 0.428
H -0.80968 -4.33809 4.82304 0.203
C 1.03264 0.88147 -2.28685 0.631
C 0.30546 -3.23231 1.81989 0.035
C -4.05954 -0.79649 -3.04047 -0.297
H 4.46519 -0.61790 2.42253 0.215
C 1.83067 -0.55259 4.54143 -0.204
O 0.53845 1.97748 1.13466 -0.612
N 1.68959 -0.04552 -0.36141 -0.229
H 0.17230 -1.20903 -2.91127 0.352
C 0.90710 3.25810 4.42071 -0.292
C -1.41448 3.22315 3.84563 -0.249
N 0.19920 2.47107 2.30084 0.005
H 2.16738 2.49139 2.82128 0.225
Eu -0.67945 0.14103 0.15686 1.544
C -4.20204 0.38648 -3.71900 -0.172
H 3.95582 -0.73678 4.85146 0.211
C 0.34097 1.99679 -5.81098 -0.273
C 3.44554 -0.56950 2.78084 -0.239
C 1.32472 1.32383 -6.52849 -0.176
C -1.68102 -2.18195 2.35184 0.048
H 1.10046 -4.65523 3.18594 0.205
C 1.20449 1.03826 -3.75596 -0.258
H 0.87294 -3.16271 -1.85819 0.332
C 2.39802 -0.43382 1.86077 0.153
H -0.68550 3.89296 5.73024 0.210
C 0.84951 -0.43394 3.56730 0.046
H 1.37636 1.42735 -7.60524 0.203
Se -2.93678 -0.88746 1.90276 -0.168
H 3.69395 -0.25714 0.09186 0.180
C -0.77425 -3.78502 3.89483 -0.173
H 1.71876 3.44807 5.10606 0.215
C -3.35224 -0.83412 -1.82217 0.096
H -4.74106 0.41716 -4.65809 0.199
C -1.75450 -2.87226 3.57067 -0.302
H -0.33075 -2.92504 -0.74801 0.394
H -2.48674 2.31027 -1.55506 0.210
O -0.02082 1.33446 -1.72774 -0.727
O 3.14154 -0.40583 -3.91797 -0.715
H -0.20125 -0.39632 3.84028 0.230
H 1.55377 -0.58873 5.58444 0.214
H -1.14233 -2.21267 -2.73346 0.376
H -4.48746 -1.71678 -3.41186 0.224
C 2.24342 0.52047 -5.88038 -0.315
N -2.77360 0.28393 -1.34164 -0.574
Se -3.18501 -2.49678 -0.94148 -0.414
H -2.45680 3.38920 4.07483 0.233
H 3.00896 -0.30573 -2.92801 0.505
C -0.42710 3.49927 4.75681 -0.193
C 1.18055 2.73848 3.18342 0.017
C -1.12647 2.70294 2.56898 0.033
C 3.15835 -0.63121 4.12825 -0.190
N 0.33396 -2.45555 -1.36079 -0.694
C -3.65210 1.54822 -3.18189 -0.314
C 0.28977 1.84046 -4.43858 -0.130
C -2.94765 1.43845 -2.00682 0.065
S -2.28286 2.34488 1.37620 -0.201
C 2.66438 -0.27788 0.44729 0.064
H -3.74990 2.50626 -3.66944 0.205
H -2.58876 -2.67254 4.22969 0.225
H -0.37878 2.62328 -6.31826 0.208
H 3.01603 -0.00430 -6.42506 0.213
H 1.13078 -3.31967 1.12029 0.191


(2)
72
Properties=species:S:1:pos:R:3:mulliken_charge:R:1 method="wB97M-V/def2-TZVPD" total_charge=-2 homo_energy_ha="-0.09816 / -0.10219" multiplicity=5 energy_ha=-3839.0055 e_above_lowest_kj_mol=0.0 orbital_gap_ev="7.11 / 6.04" lumo_ev="4.437 / 3.264"
C -4.77710 -2.71949 -0.63526 -1.044
N 2.43860 -1.26202 -0.21015 -0.711
C 2.24419 1.68007 -0.00661 1.184
H 3.30026 -0.99201 5.84658 0.387
C 4.72566 3.67414 -2.96171 -1.552
H -2.90829 4.17563 3.90986 0.382
H 2.12611 -3.30847 -0.13052 0.470
H -2.50448 3.00090 5.17122 0.369
H 2.82408 -0.58362 -3.36755 0.319
H -3.24995 -1.85802 0.76630 0.583
O -0.57500 -2.51723 0.57735 -0.606
H -2.17878 3.59044 1.47279 0.422
H -5.16320 -3.63332 -0.18127 0.406
H -5.44804 -1.89596 -0.39150 0.347
N 1.53869 1.01579 0.93108 -0.360
H -3.03728 -4.55679 -0.01533 0.574
H 4.14184 1.04938 -2.76638 0.557
C 2.87700 0.95051 -1.06026 0.018
F -2.63779 2.76019 -1.34456 -0.590
C -1.51493 2.65376 3.28548 0.880
N 1.51410 -0.88048 3.07983 -0.478
C -0.57236 1.78232 3.82418 -0.497
H 2.58832 -2.54720 3.66564 0.409
C 0.58482 1.62725 1.69596 0.041
N 2.68184 -0.42599 -1.24692 0.506
Fe -0.64993 -0.91724 -0.61563 2.174
H -2.77291 -2.04335 -3.23638 0.801
C -1.40750 2.99137 1.94105 -1.146
C -4.56548 -2.83565 -2.16751 -1.095
O -2.88063 -1.56056 -1.23361 -0.169
H 3.47451 4.77571 -0.79014 0.266
C 2.38789 -2.46361 -0.74806 -0.111
F -1.68226 0.01653 0.51282 -0.874
F -0.34968 1.22807 -4.12619 -0.539
C 2.76349 -1.10432 -2.42785 0.055
H 2.09798 3.61994 0.88623 0.368
C 2.65856 -0.73815 5.01965 -0.858
C -3.07292 -2.50059 -2.29720 -0.271
O -0.34848 -2.18903 -2.11578 -0.552
C 2.00021 0.45144 4.81108 -0.307
H -3.57825 2.54849 3.84267 0.262
Te -1.58117 1.56679 -2.63581 1.341
H -4.79247 -3.82781 -2.56171 0.360
H 2.48285 -3.23731 -2.84151 0.395
F -2.55558 2.57400 -4.11161 -0.579
O -0.91528 -4.61597 1.23024 -0.836
H 4.74710 4.75339 -2.80753 0.354
F -0.49695 3.11435 -2.51520 -0.442
O -0.06730 -4.31998 -2.70620 -0.781
H 5.75542 3.30861 -2.93274 0.331
H 1.96072 1.36713 5.37695 0.421
C -2.68660 3.12434 4.10240 -1.544
C -3.35333 -2.40232 -0.16733 -0.043
C 3.29763 3.70923 -0.87703 -1.317
C 2.51183 3.06683 0.05523 -0.176
H -2.49548 -4.62374 -2.28779 0.395
C 0.43873 1.25395 3.04729 -0.287
C -0.37328 2.50823 1.16641 0.506
O -0.27836 0.46476 -1.67149 -0.489
C 2.60623 -2.42847 -2.14427 -1.240
H -0.65931 1.44855 4.85226 0.380
C -0.73947 -3.40792 -2.23453 -0.358
C 3.66720 1.62223 -1.97943 -0.618
N 1.33323 0.32188 3.63770 0.618
C -2.19897 -3.67491 -1.84205 0.146
C 3.87384 2.99680 -1.92362 0.701
H 4.33993 3.48520 -3.96569 0.328
C -1.21907 -3.62432 0.57203 -0.181
C -2.47985 -3.66475 -0.30193 0.187
C 2.30860 -1.53223 3.90253 -0.359
H -0.35892 2.71675 0.10707 0.411
H -5.16483 -2.10210 -2.70607 0.354